This record from OMol25 describes a structure of composition C31H67N5O9 in a non-equilibrium geometry. The level of theory is ωB97M-V/def2-TZVPD.

Calculated values
* E_HOMO: -8.009 eV
* ΔE to the lowest compared entry with this formula, charge and spin: 1916.58 kJ/mol
* 2S+1: 1
* HOMO-LUMO gap: 7.827 eV
* E_tot: -59088.7552 eV

Last column: Mulliken charge in e.
Element x y z (Å)
C: 13.2432 18.7277 -17.5816  -1.5110
C: 12.7633 17.9792 -18.8182  0.6879
O: 11.6366 18.0858 -19.1602  -0.0369
N: 13.5693 17.2006 -19.5991  -0.6192
C: 14.9802 16.9479 -19.3902  -1.3491
H: 12.7077 19.6597 -17.4005  -0.3223
H: 14.2135 19.0904 -17.9208  0.6434
H: 13.2610 18.0846 -16.7018  0.1789
H: 13.0695 16.5682 -20.2077  1.8807
H: 15.0012 16.0133 -18.8297  0.2131
H: 15.4719 17.6611 -18.7286  0.5084
H: 15.5075 16.8894 -20.3424  0.3654
C: 11.2354 21.4276 -17.4059  -1.2631
C: 11.0064 21.2586 -18.8940  0.7540
O: 10.6355 22.2112 -19.5500  -0.7359
N: 11.1899 20.0233 -19.3810  0.1265
C: 10.7189 19.5020 -20.6349  -2.0074
H: 11.2331 22.5057 -17.2455  0.3415
H: 12.2380 21.0849 -17.1501  0.5542
H: 10.3846 20.9387 -16.9312  0.2001
H: 11.6048 19.2759 -18.8431  0.1160
H: 9.9529 18.7844 -20.3408  0.5747
H: 11.5939 18.9942 -21.0406  0.9502
H: 10.2399 20.2773 -21.2329  0.2702
C: 14.1874 15.4075 -22.7909  -1.0953
C: 15.2848 15.3633 -21.6932  0.5287
O: 16.0796 16.3271 -21.5628  -0.7036
N: 15.2720 14.2154 -21.0244  0.2726
C: 16.2640 13.9088 -20.0010  -1.1091
H: 14.5629 16.0192 -23.6112  0.5296
H: 13.4687 15.9984 -22.2230  0.0610
H: 13.7079 14.4426 -22.9554  0.2707
H: 14.4797 13.5969 -21.1228  0.1794
H: 16.8579 13.0330 -20.2627  0.4136
H: 15.7994 13.6892 -19.0398  0.1460
H: 16.9039 14.7282 -19.6736  0.3608
C: 9.6699 13.2694 -18.1408  -0.9184
C: 9.7996 13.2720 -16.6248  0.7532
O: 9.4874 14.2741 -16.0293  -0.6213
N: 10.0843 12.1524 -15.9476  -0.0120
C: 10.0640 12.1834 -14.5386  -1.0546
H: 10.1969 14.0624 -18.6714  -1.1747
H: 8.5824 13.2331 -18.2053  0.5639
H: 10.2452 12.4303 -18.5322  0.5667
H: 10.0645 11.2492 -16.3991  0.3721
H: 11.1097 12.3751 -14.2976  0.3144
H: 9.8134 11.1922 -14.1606  0.3739
H: 9.5256 12.9588 -13.9937  0.2964
C: 10.5316 16.5499 -16.9221  -0.0906
C: 9.2518 17.0772 -16.4223  0.1487
O: 8.9877 18.2153 -16.1808  -0.6980
N: 8.2834 16.1206 -16.3695  -0.1364
C: 6.8347 16.3487 -16.0136  -1.1119
H: 10.4327 15.9955 -17.8554  0.0036
H: 10.9431 15.9041 -16.1465  0.7536
H: 11.2859 17.3208 -17.0803  -0.1954
H: 8.5783 15.1874 -16.1199  0.3641
H: 6.4370 17.1581 -16.6258  0.3167
H: 6.7314 16.4667 -14.9349  0.2977
H: 6.3247 15.4709 -16.4105  0.3565
C: 8.1275 16.9755 -22.0462  0.0538
C: 9.2670 17.6805 -22.8049  1.7339
C: 8.5852 17.9170 -24.1546  -1.1275
O: 7.5810 16.9647 -24.3016  -0.4373
C: 6.9516 16.8772 -23.0620  -0.9534
H: 7.9570 17.4929 -21.1021  0.6558
H: 8.3877 15.9361 -21.8461  -0.1096
H: 10.2228 17.1566 -22.7962  -0.7915
H: 9.3647 18.5931 -22.2171  -0.3631
H: 9.2002 18.1552 -25.0225  0.2726
H: 7.9734 18.8175 -24.1020  0.4971
H: 6.3743 15.9783 -22.8453  0.6824
H: 6.2120 17.6709 -22.9564  0.2901
C: 9.4716 14.6639 -23.7783  1.3328
C: 9.6317 13.4296 -24.6440  -1.1568
C: 8.3044 12.5948 -24.5447  -0.4986
O: 7.5473 13.4806 -23.6395  -0.5908
C: 8.3759 14.2204 -22.8301  -0.0127
H: 9.1608 15.5497 -24.3322  0.2209
H: 10.3656 14.8975 -23.2001  -0.4719
H: 10.5231 12.8658 -24.3689  0.2824
H: 9.7985 13.8268 -25.6452  0.3979
H: 8.4393 11.5516 -24.2590  0.3349
H: 7.9348 12.5781 -25.5699  0.2913
H: 8.8463 13.7380 -21.9733  0.2225
H: 7.7902 15.0516 -22.4373  -0.3986
C: 12.4447 12.2625 -17.9087  0.8096
C: 13.1190 11.9827 -19.2459  -0.7474
C: 14.5101 12.7839 -19.0271  1.9604
O: 14.7004 12.7434 -17.6156  -0.5564
C: 13.5309 12.2975 -16.8389  -0.9478
H: 11.6116 11.5813 -17.7360  0.8692
H: 12.0205 13.2602 -18.0220  -0.8225
H: 12.5189 12.3368 -20.0842  0.0013
H: 13.1765 10.9025 -19.3799  0.4652
H: 14.3508 13.8546 -19.1546  -1.5511
H: 15.2756 12.4485 -19.7268  0.6121
H: 13.1280 12.9333 -16.0506  0.3108
H: 13.7458 11.3272 -16.3913  0.2721
C: 10.9678 14.8711 -19.8264  0.3713
C: 10.3383 15.5753 -21.0142  0.1678
C: 11.2342 16.7631 -21.3004  0.0883
O: 12.4689 16.2056 -20.8630  0.2595
C: 12.4571 15.0849 -20.1025  -0.5617
H: 10.8167 13.7917 -19.8414  0.8430
H: 10.6949 15.2520 -18.8423  -1.4118
H: 9.3671 15.9930 -20.7490  1.3441
H: 10.2097 14.9917 -21.9258  -0.9872
H: 10.9510 17.6881 -20.7983  -1.2529
H: 11.1511 16.9303 -22.3743  0.6575
H: 12.8457 15.2364 -19.0955  0.2642
H: 12.8668 14.1779 -20.5470  -0.6573